The following is a DFT calculation (the ωB97M-V functional and the def2-TZVPD basis) of a single C4H8O2 molecule.

Atoms and positions in Å:
O1 1.824 0.911 -0.538
C1 1.679 -0.327 0.123
C2 0.230 -0.887 0.048
C3 -0.738 0.145 -0.484
C4 -2.008 0.438 0.183
O2 -0.896 1.314 0.323
H1 1.259 1.543 -0.072
H2 2.384 -1.008 -0.359
H3 1.979 -0.255 1.178
H4 0.182 -1.775 -0.596
H5 -0.105 -1.192 1.046
H6 -0.662 0.366 -1.549
H7 -2.281 -0.115 1.083
H8 -2.846 0.843 -0.385

Cartesian forces (eV/Å) of the 6 atoms listed first:
O -0.04 0.26 0.15
C -0.09 -0.38 0.15
C -0.09 0.03 0.02
C 0.03 -0.25 -0.18
C -0.28 -0.15 0.02
O 0.09 0.18 0.13

As for the HOMO energy: -10.2 eV. Its structure (SMILES) is OCC[C@H]1CO1. Its net charge is 0.

***

The following is a DFT calculation (the ωB97M-V functional and the def2-TZVPD basis) of a single C4H8O2 molecule.

Atoms and positions in Å:
C1 -0.768 1.077 0.573
C2 0.409 0.164 0.172
C3 0.131 -0.756 -1.094
C4 0.644 -1.908 -0.189
H1 -1.176 1.969 -1.064
H2 -0.663 1.357 1.665
H3 -1.724 0.506 0.428
H4 1.322 0.703 -0.083
H5 -1.019 -0.851 -1.303
H6 0.591 -0.504 -2.099
H7 1.666 -2.263 -0.530
H8 -0.007 -2.858 -0.035
O1 -0.795 2.300 -0.197
O2 0.609 -0.990 0.979

Cartesian forces (eV/Å) of the 6 atoms listed first:
C 0.32 0.00 1.20
C -0.92 -0.49 -2.54
C -2.22 0.28 -0.59
C -0.22 -0.47 -0.21
H 0.74 1.10 1.29
H -0.19 -0.25 -1.21

As for the HOMO energy: -9.8 eV. Its structure (SMILES) is OC[C@@H]1CCO1. Its net charge is 0.

***

The following is a DFT calculation (the ωB97M-V functional and the def2-TZVPD basis) of a single C4H8O2 molecule.

Atoms and positions in Å:
O1 0.654 0.194 -1.782
C1 0.001 1.150 -0.983
C2 0.035 0.670 0.465
C3 -0.985 -0.430 0.710
C4 0.356 -1.354 0.789
O2 1.170 -0.179 0.700
H1 1.398 -0.101 -1.227
H2 0.438 2.152 -1.071
H3 -1.043 1.195 -1.319
H4 0.051 1.481 1.203
H5 -1.816 -0.043 1.330
H6 -1.469 -0.761 -0.210
H7 0.316 -1.880 -0.174
H8 0.865 -2.052 1.481

Cartesian forces (eV/Å) of the 6 atoms listed first:
O 0.22 0.06 -0.13
C -0.07 0.37 0.02
C -0.09 0.30 -0.21
C 0.26 -0.34 -0.16
C -0.36 -0.05 -0.06
O 0.20 0.15 -0.13

As for the HOMO energy: -9.9 eV. Its structure (SMILES) is OC[C@H]1CCO1. Its net charge is 0.

***

The following is a DFT calculation (the ωB97M-V functional and the def2-TZVPD basis) of a 2-piece molecular cluster, C4H8O2 overall.

Atoms and positions in Å:
C1 -0.210 2.576 -0.155
C2 -0.845 1.550 -0.666
O1 -1.401 0.633 -1.136
C3 1.050 -0.527 0.678
C4 0.430 -1.685 -0.100
O2 0.768 -1.649 -1.473
H1 0.553 2.422 0.596
H2 0.987 0.387 0.085
H3 -0.455 3.573 -0.491
H4 2.113 -0.690 0.870
H5 0.537 -0.366 1.634
H6 -0.662 -1.692 0.031
H7 0.811 -2.635 0.283
H8 0.195 -0.988 -1.884

Cartesian forces (eV/Å) of the 6 atoms listed first:
C -0.10 0.01 -0.03
C -0.37 -0.51 -0.34
O 0.46 0.87 0.41
C 0.07 0.02 0.01
C -0.04 -0.11 0.40
O -0.14 0.15 -0.22

As for the HOMO energy: -9.7 eV. Its structure (SMILES) is C=C=O.CCO. Its net charge is 0.

***

The following is a DFT calculation (the ωB97M-V functional and the def2-TZVPD basis) of a 2-piece molecular cluster, C4H8O2 overall.

Atoms and positions in Å:
O1 1.489 0.527 -0.367
C1 0.642 -0.548 -0.375
C2 0.858 -1.561 0.465
C3 -0.816 1.556 1.432
O2 -0.785 2.065 0.337
C4 -0.445 -0.512 -1.413
H1 0.959 1.324 -0.527
H2 -0.022 -0.695 -2.407
H3 1.693 -1.528 1.158
H4 0.241 -2.452 0.436
H5 0.097 1.191 1.935
H6 -1.768 1.430 1.981
H7 -1.210 -1.267 -1.216
H8 -0.933 0.470 -1.439

Cartesian forces (eV/Å) of the 6 atoms listed first:
O -0.08 0.09 -0.02
C -0.12 -0.30 0.05
C 0.02 0.07 -0.07
C -0.01 0.12 -0.16
O -0.05 -0.08 0.43
C -0.05 0.00 -0.03

As for the HOMO energy: -8.9 eV. Its structure (SMILES) is C=C(C)O.C=O. Its net charge is 0.

***

The following is a DFT calculation (the ωB97M-V functional and the def2-TZVPD basis) of a single C4H8O2 molecule.

Atoms and positions in Å:
C1 -1.018 -0.617 -0.466
C2 0.518 -0.735 -0.475
C3 1.367 0.234 0.318
C4 1.003 1.381 0.899
O1 -1.455 0.689 -0.778
O2 -1.587 -1.022 0.762
H1 -2.116 0.603 -1.482
H2 -1.077 -0.566 1.452
H3 -1.413 -1.296 -1.231
H4 0.852 -0.650 -1.517
H5 0.778 -1.743 -0.130
H6 2.420 -0.046 0.382
H7 -0.011 1.768 0.859
H8 1.738 2.001 1.407

Cartesian forces (eV/Å) of the 6 atoms listed first:
C 0.07 -0.15 0.25
C 0.05 0.24 0.05
C -0.35 0.58 0.31
C 0.02 -0.33 -0.21
O 0.00 0.00 -0.69
O 0.59 0.15 -0.07

As for the HOMO energy: -9.8 eV. Its structure (SMILES) is C=CCC(O)O. Its net charge is 0.

***

The following is a DFT calculation (the ωB97M-V functional and the def2-TZVPD basis) of a single C4H8O2 molecule.

Atoms and positions in Å:
C1 -1.754 1.222 -0.100
C2 -0.797 -1.219 0.126
C3 0.162 -0.103 0.010
O1 -0.237 1.086 -0.022
C4 1.642 -0.363 0.028
O2 2.456 0.767 0.058
H1 -1.925 2.145 0.442
H2 -1.499 -1.248 -0.702
H3 -1.900 1.436 -1.168
H4 -0.306 -2.183 0.258
H5 -1.441 -0.925 0.973
H6 1.850 -0.935 0.941
H7 1.872 -1.043 -0.813
H8 2.084 1.428 -0.540

Cartesian forces (eV/Å) of the 6 atoms listed first:
C -0.37 0.30 0.11
C 0.07 -0.19 -0.07
C -0.13 0.17 -0.02
O 0.31 -0.56 0.06
C -0.16 -0.19 0.10
O -0.08 0.18 -0.20

As for the HOMO energy: -6.9 eV. Its net charge is 0.

***

The following is a DFT calculation (the ωB97M-V functional and the def2-TZVPD basis) of a single C4H8O2 molecule.

Atoms and positions in Å:
C1 -1.284 0.655 -0.217
C2 0.028 0.091 0.143
C3 1.243 0.888 -0.304
C4 0.425 -1.299 0.451
O1 -0.787 0.785 1.155
O2 -2.386 -0.077 -0.542
H1 -1.282 1.722 -0.700
H2 1.517 0.337 -1.183
H3 2.097 0.898 0.478
H4 0.891 1.968 -0.439
H5 -0.334 -2.029 0.636
H6 1.106 -1.324 1.222
H7 0.951 -1.647 -0.410
H8 -2.185 -0.969 -0.290

Cartesian forces (eV/Å) of the 6 atoms listed first:
C 1.20 2.23 -0.03
C 0.18 2.02 1.12
C -0.31 1.31 1.70
C -1.45 -0.44 -1.86
O -0.57 -0.81 -1.18
O -0.02 0.71 0.25

As for the HOMO energy: -10.0 eV. Its structure (SMILES) is CC1(C)O[C@@H]1O. Its net charge is 0.

***

The following is a DFT calculation (the ωB97M-V functional and the def2-TZVPD basis) of a 3-piece molecular cluster, C4H8O2 overall.

Atoms and positions in Å:
O1 0.295 2.048 -0.078
C1 -0.273 0.867 -0.169
C2 0.651 -0.249 -0.390
C3 -0.034 -1.567 -0.084
O2 -1.119 -1.151 0.746
C4 -0.827 0.184 1.147
H1 1.106 1.686 -1.328
H2 -1.133 0.763 -0.864
H3 1.695 -0.135 -0.105
H4 1.289 0.981 -1.777
H5 0.631 -2.256 0.456
H6 -0.425 -2.089 -0.966
H7 -1.756 0.674 1.444
H8 -0.099 0.246 1.967

Cartesian forces (eV/Å) of the 6 atoms listed first:
O 0.09 -0.01 -0.16
C 0.04 -0.21 -0.09
C -0.01 0.12 0.17
C 0.10 -0.04 -0.17
O -0.04 -0.10 -0.02
C -0.06 0.18 0.22

As for the HOMO energy (alpha / beta): -9.4 / -9.3 eV. Its net charge is 0.

***

The following is a DFT calculation (the ωB97M-V functional and the def2-TZVPD basis) of a single C4H8O2 molecule.

Atoms and positions in Å:
C1 -1.547 -0.551 0.193
C2 -0.170 0.061 0.012
C3 1.018 -0.868 -0.257
O1 2.218 -0.264 0.148
C4 0.008 1.467 -0.357
O2 0.131 1.052 1.003
H1 -1.816 -0.462 1.250
H2 -1.573 -1.613 -0.071
H3 -2.313 -0.030 -0.388
H4 1.108 -1.072 -1.331
H5 0.861 -1.833 0.249
H6 1.987 0.249 0.940
H7 -0.861 2.084 -0.584
H8 0.949 1.780 -0.808

Cartesian forces (eV/Å) of the 6 atoms listed first:
C -0.02 -0.01 -0.05
C 0.00 -0.11 -0.07
C -0.23 -0.17 -0.08
O 0.08 0.05 0.19
C -0.05 0.17 -0.22
O 0.03 0.08 0.25

As for the HOMO energy: -10.2 eV. Its structure (SMILES) is C[C@@]1(CO)CO1. Its net charge is 0.

***

The following is a DFT calculation (the ωB97M-V functional and the def2-TZVPD basis) of a single C4H8O2 molecule.

Atoms and positions in Å:
C1 1.020 1.760 0.377
C2 0.457 0.398 0.527
O1 -0.921 0.409 0.726
C3 -0.225 -0.215 -0.588
C4 -0.503 -1.704 -0.628
O2 -1.767 -1.670 -0.014
H1 0.386 2.347 -0.297
H2 1.043 2.243 1.352
H3 2.023 1.667 -0.035
H4 0.990 -0.298 1.174
H5 -1.631 -0.865 0.597
H6 -0.563 0.345 -1.454
H7 0.253 -2.311 -0.083
H8 -0.542 -2.131 -1.653

Cartesian forces (eV/Å) of the 6 atoms listed first:
C 0.36 0.30 0.05
C 1.02 0.26 -0.11
O 0.26 -0.14 -1.49
C -0.39 0.46 0.39
C -0.21 0.34 0.23
O -0.53 -1.22 0.51

As for the HOMO energy: -9.8 eV. Its structure (SMILES) is C[C@H]1O[C@@H]1CO. Its net charge is 0.

***

The following is a DFT calculation (the ωB97M-V functional and the def2-TZVPD basis) of a 2-piece molecular cluster, C4H8O2 overall.

Atoms and positions in Å:
C1 -1.644 1.683 -0.227
C2 -0.605 0.909 0.013
O1 0.470 0.785 -0.837
C3 -0.522 -0.002 1.183
C4 -0.014 -1.221 1.153
H1 -1.780 2.505 -0.927
H2 -2.475 1.733 0.470
H3 0.470 1.574 -1.395
H4 -1.120 0.394 1.999
H5 0.684 -1.673 0.457
H6 -0.140 -1.828 2.051
H7 1.564 -1.708 -1.765
H8 2.983 -1.379 -1.179
O2 2.130 -1.773 -0.995

Cartesian forces (eV/Å) of the 6 atoms listed first:
C -1.30 1.49 0.66
C 1.05 -0.81 -0.18
O -0.07 0.55 0.13
C -1.06 0.60 -1.12
C 0.70 -0.67 1.47
H 0.65 -0.57 -0.57

As for the HOMO energy: -8.7 eV. Its structure (SMILES) is C=CC(=C)O.O. Its net charge is 0.

***

The following is a DFT calculation (the ωB97M-V functional and the def2-TZVPD basis) of C4H8O2 as an isolated structure.

Atoms and positions in Å:
C1 -1.150 0.371 -0.995
C2 0.189 0.789 -0.423
O1 0.137 1.952 0.233
C3 0.174 -0.904 1.373
C4 1.169 -0.634 0.479
O2 1.393 -1.539 -0.529
H1 -2.046 0.654 -0.409
H2 -1.160 -0.705 -1.182
H3 -1.235 0.873 -1.973
H4 -0.776 2.239 0.436
H5 0.146 -0.392 2.328
H6 -0.571 -1.664 1.165
H7 2.031 -0.047 0.793
H8 1.706 -1.017 -1.281

Cartesian forces (eV/Å) of the 6 atoms listed first:
C 0.08 -0.04 -0.08
C -0.58 -0.12 0.28
O 0.02 -0.09 0.04
C -0.10 0.18 -0.10
C 0.04 0.10 0.24
O 0.05 0.10 -0.22

As for the HOMO energy: -7.6 eV. Its net charge is 0.

***

The following is a DFT calculation (the ωB97M-V functional and the def2-TZVPD basis) of C4H8O2 as an isolated structure.

Atoms and positions in Å:
C1 -1.492 -0.221 0.429
C2 -0.005 -0.020 0.354
O1 0.608 -0.870 1.303
C3 0.878 1.207 0.034
O2 1.472 0.469 -1.080
C4 0.302 -0.392 -1.067
H1 -1.568 -1.136 -0.247
H2 -2.039 0.646 0.040
H3 -1.874 -0.548 1.390
H4 1.407 -1.244 0.907
H5 1.628 1.480 0.783
H6 0.327 2.100 -0.295
H7 0.135 -1.521 -1.112
H8 -0.418 0.001 -1.792

Cartesian forces (eV/Å) of the 6 atoms listed first:
C -0.37 -0.51 -0.18
C -0.33 0.03 -0.32
O 0.13 -0.23 -0.17
C -0.06 0.09 0.26
O 0.17 -0.47 -0.01
C -0.50 -0.67 -0.09

As for the HOMO energy: -10.2 eV. Its net charge is 0.

***

The following is a DFT calculation (the ωB97M-V functional and the def2-TZVPD basis) of a 2-piece molecular cluster, C4H8O2 overall.

Atoms and positions in Å:
O1 3.457 0.387 -1.437
C1 3.614 -0.844 -1.572
C2 2.794 -1.832 -0.704
H1 4.347 -1.235 -2.319
H2 1.916 -2.219 -1.248
H3 2.460 -1.441 0.271
H4 3.495 -2.666 -0.528
O2 -3.896 2.036 2.562
C3 -3.101 2.063 1.669
C4 -3.186 0.951 0.651
H5 -2.357 2.856 1.410
H6 -4.096 0.934 0.027
H7 -3.140 0.014 1.231
H8 -2.306 0.997 -0.013

Cartesian forces (eV/Å) of the 6 atoms listed first:
O 0.74 -3.27 -0.63
C -1.62 3.16 1.29
C 1.10 -0.27 -0.49
H -0.40 0.01 0.38
H 0.42 0.16 0.03
H 0.29 0.24 -0.66

As for the HOMO energy: -9.9 eV. Its structure (SMILES) is CC=O.CC=O. Its net charge is 0.

***

The following is a DFT calculation (the ωB97M-V functional and the def2-TZVPD basis) of a single C4H8O2 molecule.

Atoms and positions in Å:
C1 -0.201 0.360 1.260
C2 1.101 0.701 0.553
O1 1.303 -0.086 -0.616
C3 0.200 -0.900 -0.953
C4 -1.102 -0.118 -0.885
O2 -1.308 0.477 0.391
H1 -0.376 1.059 2.084
H2 1.946 0.537 1.234
H3 -0.142 -0.652 1.690
H4 1.096 1.760 0.262
H5 0.370 -1.252 -1.975
H6 0.148 -1.785 -0.300
H7 -1.952 -0.778 -1.104
H8 -1.085 0.677 -1.642

Cartesian forces (eV/Å) of the 6 atoms listed first:
C 0.21 -0.06 0.16
C -0.03 0.20 0.22
O 0.10 -0.02 -0.04
C -0.20 -0.16 -0.03
C 0.03 -0.06 -0.28
O -0.11 0.02 0.03

As for the HOMO energy: -9.6 eV. Its structure (SMILES) is C1COCCO1. Its net charge is 0.

***

The following is a DFT calculation (the ωB97M-V functional and the def2-TZVPD basis) of a single C4H8O2 molecule.

Atoms and positions in Å:
O1 -1.584 -1.477 -0.612
C1 -0.583 -1.587 0.051
C2 0.226 0.714 -1.212
C3 0.316 1.339 0.179
O2 -0.479 0.649 1.130
C4 -0.132 -0.694 1.200
H1 -0.750 0.245 -1.340
H2 0.099 -2.443 -0.094
H3 0.261 1.470 -1.984
H4 1.028 -0.004 -1.439
H5 -0.081 2.356 0.164
H6 1.359 1.386 0.541
H7 0.955 -0.840 1.338
H8 -0.635 -1.116 2.078

Cartesian forces (eV/Å) of the 6 atoms listed first:
O 0.35 -0.22 0.56
C -0.48 -0.34 -0.03
C -0.03 0.23 -0.29
C 0.08 0.23 -0.24
O -0.07 -0.06 0.00
C -0.02 -0.20 0.09

As for the HOMO energy: -9.7 eV. Its structure (SMILES) is CCOCC=O. Its net charge is 0.

***

The following is a DFT calculation (the ωB97M-V functional and the def2-TZVPD basis) of a 2-piece molecular cluster, C4H8O2 overall.

Atoms and positions in Å:
O1 -1.601 0.464 0.547
C1 -0.873 -0.575 0.088
C2 0.057 -0.315 -1.090
C3 0.595 0.922 -1.375
O2 0.874 0.883 1.469
C4 0.708 -0.330 1.621
H1 -0.940 1.102 0.910
H2 -1.387 -1.537 0.123
H3 -1.057 -0.450 -1.421
H4 0.589 -1.208 -1.413
H5 0.112 1.852 -1.096
H6 1.507 0.982 -1.960
H7 1.465 -1.057 1.275
H8 -0.049 -0.733 2.321

Cartesian forces (eV/Å) of the 6 atoms listed first:
O 0.19 0.09 0.06
C -0.20 -0.09 -0.19
C 0.35 0.00 0.14
C -0.10 -0.02 0.02
O -0.01 -0.29 0.04
C 0.10 0.03 0.06

As for the HOMO energy (alpha / beta): -7.6 / -7.6 eV. Its net charge is 0.

***

The following is a DFT calculation (the ωB97M-V functional and the def2-TZVPD basis) of a single C4H8O2 molecule.

Atoms and positions in Å:
O1 1.815 1.012 0.591
C1 1.675 -0.246 -0.027
C2 0.286 -0.846 0.205
C3 -0.785 -0.095 -0.554
C4 -1.959 0.485 0.102
O2 -0.872 1.312 -0.294
H1 1.003 1.509 0.407
H2 1.875 -0.189 -1.111
H3 2.444 -0.894 0.407
H4 0.270 -1.897 -0.110
H5 0.076 -0.823 1.281
H6 -0.864 -0.329 -1.617
H7 -2.082 0.360 1.177
H8 -2.881 0.641 -0.457

Cartesian forces (eV/Å) of the 6 atoms listed first:
O -0.14 0.22 0.00
C 0.02 -0.38 -0.16
C -0.04 0.01 0.07
C 0.07 -0.22 -0.07
C -0.23 -0.12 0.06
O 0.07 0.20 0.02

As for the HOMO energy: -10.1 eV. Its structure (SMILES) is OCC[C@H]1CO1. Its net charge is 0.

***

The following is a DFT calculation (the ωB97M-V functional and the def2-TZVPD basis) of C4H8O2 as an isolated structure.

Atoms and positions in Å:
C1 -0.489 1.728 0.354
C2 0.026 0.446 -0.392
C3 -0.864 -0.580 0.188
O1 1.328 0.019 -0.108
C4 1.458 -1.692 -0.202
O2 1.766 -2.278 -1.189
H1 -1.557 1.956 0.155
H2 -0.355 1.656 1.442
H3 0.105 2.543 -0.033
H4 -0.146 0.615 -1.474
H5 -0.788 -0.620 1.277
H6 -0.071 -1.623 -0.081
H7 -1.917 -0.514 -0.156
H8 1.773 -1.961 0.817

Cartesian forces (eV/Å) of the 6 atoms listed first:
C 0.92 0.15 -0.38
C -0.99 0.50 0.57
C 1.09 -2.95 -0.50
O 0.38 -1.95 -0.27
C 2.04 2.30 -0.67
O -0.80 0.96 0.82

As for the HOMO energy: -10.1 eV. Its net charge is 0.